Computed, not measured: a cluster of 8 separate species, C35H62F4NO29S7 in total in a non-equilibrium geometry, with ωB97M-V/def2-TZVPD.

Structure (XYZ):
```
138
Properties=species:S:1:pos:R:3:forces:R:3
C -2.553 2.839 2.474 0.6 -0.4 0.5
C -2.160 1.369 2.188 -0.5 0.5 0.0
C -2.575 0.889 0.767 1.0 0.0 0.5
C -1.396 1.038 -0.238 -1.2 -0.7 -0.8
C -1.434 -0.135 -1.272 1.5 0.5 0.4
C -0.030 -0.185 -2.006 -1.4 0.1 0.8
C 0.995 -0.821 -1.019 -0.3 -0.3 -0.9
C 2.307 -1.352 -1.679 -0.3 1.0 0.6
C 3.559 -0.732 -0.993 0.5 -0.4 -0.9
C 4.338 -1.696 -0.056 -0.1 0.2 0.1
C 3.929 -1.623 1.438 -0.3 0.4 -0.1
C 4.814 -0.638 2.289 -1.0 -0.4 -1.1
C 4.483 0.756 1.754 1.1 -1.2 0.7
C 3.365 1.475 2.155 0.5 0.6 -0.6
C 3.113 2.739 1.569 -0.1 -0.7 0.4
C 1.873 3.535 1.989 0.2 -0.9 0.6
F 0.900 3.440 1.087 0.3 0.5 0.1
F 1.403 2.998 3.147 0.0 0.4 -0.6
F 2.165 4.819 2.262 -0.3 -0.3 -0.4
C 3.978 3.205 0.609 -0.5 1.2 -0.3
C 3.848 4.523 -0.163 0.0 -0.7 0.4
O 3.899 4.144 -1.517 0.1 0.5 0.3
C 3.943 5.279 -2.391 0.7 0.4 -1.4
C 5.247 6.127 -2.288 -0.7 -0.1 0.3
N 5.060 2.481 0.270 0.8 -0.4 -0.4
C 5.338 1.286 0.794 -1.2 0.3 0.7
F 6.409 0.665 0.372 -0.2 0.3 -0.1
H -2.125 3.131 3.448 -0.2 0.0 -0.3
H -3.636 2.998 2.541 0.3 0.0 -0.3
H -2.085 3.488 1.717 -0.4 -0.1 0.1
H -2.571 0.693 2.955 0.0 0.4 -0.2
H -1.063 1.317 2.315 -0.3 -0.2 -0.2
H -3.466 1.406 0.385 0.2 -0.1 0.3
H -2.829 -0.179 0.859 0.1 0.3 -0.2
H -0.439 1.027 0.301 -0.3 0.0 -0.1
H -1.464 1.964 -0.833 0.1 -0.1 0.5
H -2.273 -0.026 -1.972 0.2 -0.1 0.2
H -1.540 -1.057 -0.680 -0.2 0.1 -0.5
H -0.135 -0.707 -2.966 0.3 -0.2 0.4
H 0.189 0.874 -2.239 0.4 -0.4 0.0
H 1.195 -0.067 -0.240 0.2 -0.3 -0.2
H 0.504 -1.680 -0.536 0.0 0.4 0.0
H 2.312 -1.054 -2.737 0.0 -0.2 0.3
H 2.300 -2.447 -1.621 0.2 0.3 -0.1
H 4.265 -0.436 -1.792 -0.2 0.0 0.3
H 3.234 0.207 -0.516 0.2 -0.3 0.1
H 4.187 -2.714 -0.445 0.0 0.3 0.2
H 5.423 -1.517 -0.154 -0.3 -0.1 0.1
H 2.910 -1.195 1.482 0.1 -0.5 0.0
H 3.886 -2.623 1.886 0.2 0.4 0.0
H 4.541 -0.730 3.348 0.3 0.1 -0.2
H 5.860 -0.895 2.090 -0.2 0.2 0.5
H 2.717 1.028 2.908 0.1 0.2 -0.2
H 2.914 5.041 0.100 0.3 -0.2 -0.2
H 4.703 5.150 0.150 -0.3 0.0 -0.2
H 3.043 5.912 -2.318 0.2 -0.3 0.5
H 3.922 4.867 -3.410 -0.2 -0.2 0.5
H 5.833 6.090 -3.212 -0.2 0.0 0.2
H 5.894 5.758 -1.479 -0.1 0.2 -0.2
H 4.960 7.167 -2.088 0.4 -0.2 0.0
H 5.694 2.845 -0.446 -0.3 0.1 0.0
C -3.190 -4.499 -1.274 -0.6 -0.1 -0.3
C -2.487 -5.786 -1.634 0.2 -0.3 0.7
O -1.565 -5.419 -2.672 -0.1 0.6 -0.2
S -1.057 -3.919 -2.423 -0.7 -0.6 0.3
O 0.200 -3.974 -1.758 0.1 0.3 -0.1
O -1.257 -3.173 -3.612 0.4 0.1 -0.1
O -2.169 -3.487 -1.348 0.5 -0.3 0.0
H -3.966 -4.253 -1.999 0.0 0.0 0.0
H -3.624 -4.530 -0.278 0.2 0.2 0.0
H -3.174 -6.548 -1.980 0.1 0.1 -0.3
H -1.911 -6.172 -0.789 0.0 0.0 0.0
C 3.084 7.148 4.307 -0.2 -0.3 0.3
C 2.155 8.307 4.607 -0.1 0.2 -0.5
O 2.771 8.988 5.702 0.3 -0.5 0.1
S 4.372 8.859 5.582 -0.3 0.1 0.0
O 4.880 10.029 4.970 0.2 -0.1 0.0
O 4.873 8.361 6.808 0.0 0.1 0.0
O 4.398 7.669 4.489 -0.2 0.3 -0.1
H 2.938 6.329 5.017 -0.1 0.0 0.0
H 2.964 6.774 3.294 0.2 0.1 0.0
H 1.152 7.981 4.874 0.1 0.1 0.2
H 2.098 8.999 3.764 0.0 -0.1 0.0
C -5.841 -7.999 -5.485 -0.1 0.1 -0.6
C -4.510 -7.278 -5.511 0.3 -0.4 0.2
O -4.775 -6.004 -4.908 -0.4 0.1 0.1
S -5.919 -6.170 -3.792 0.0 -1.1 -1.1
O -5.287 -6.293 -2.521 -0.3 0.2 0.0
O -6.943 -5.234 -4.047 0.8 -2.0 -1.7
O -6.431 -7.629 -4.232 0.5 0.2 0.4
H -6.499 -7.657 -6.287 0.0 -0.1 0.0
H -5.728 -9.078 -5.548 -0.1 0.0 0.2
H -4.123 -7.150 -6.519 -0.1 0.3 0.0
H -3.766 -7.794 -4.900 0.0 0.0 -0.1
C -7.848 -2.652 0.306 -0.1 0.5 -0.1
C -9.267 -3.097 0.014 -0.1 -0.3 0.4
O -9.229 -3.573 -1.336 0.4 0.2 -0.1
S -7.783 -4.219 -1.632 -0.2 1.0 0.3
O -7.886 -5.622 -1.463 0.1 0.0 -0.1
O -7.255 -3.602 -2.796 -0.7 1.7 2.1
O -7.015 -3.616 -0.347 -0.3 -0.4 0.1
H -7.642 -1.672 -0.129 0.0 0.0 0.0
H -7.634 -2.627 1.372 0.1 -0.2 -0.1
H -9.987 -2.289 0.113 0.0 0.0 -0.3
H -9.562 -3.928 0.659 0.0 0.1 0.0
C -10.133 -6.016 -5.021 0.7 0.4 0.0
C -10.748 -5.448 -6.280 -0.7 0.0 0.2
O -10.489 -6.441 -7.279 0.4 -0.3 0.2
S -10.495 -7.899 -6.598 0.0 0.5 0.2
O -11.766 -8.493 -6.794 0.1 -0.2 0.0
O -9.288 -8.556 -6.957 -0.1 -0.1 -0.1
O -10.389 -7.423 -5.067 -0.4 0.0 -0.5
H -9.052 -5.873 -5.031 0.0 0.1 0.1
H -10.557 -5.578 -4.120 -0.1 -0.2 0.1
H -10.315 -4.492 -6.564 0.1 -0.2 -0.2
H -11.831 -5.338 -6.179 0.0 0.0 0.0
C 1.895 2.028 5.936 -0.5 0.2 0.3
C 2.770 3.169 6.413 0.4 0.0 -0.3
O 3.049 2.866 7.778 -0.4 -0.3 0.0
S 3.119 1.267 7.971 0.0 0.2 -0.1
O 4.476 0.862 7.922 0.0 -0.2 0.0
O 2.253 0.905 9.028 0.1 0.0 0.1
O 2.429 0.864 6.568 0.4 0.2 0.0
H 0.862 2.156 6.269 0.0 0.0 0.0
H 1.914 1.914 4.862 0.1 -0.3 0.1
H 2.279 4.136 6.327 0.0 0.0 0.3
H 3.721 3.195 5.870 0.0 0.0 -0.1
C 8.535 2.855 1.255 -0.1 -0.2 0.0
C 9.958 2.341 1.201 0.2 0.1 0.4
O 10.509 2.945 0.026 -0.6 0.1 -0.2
S 9.850 4.395 -0.196 0.3 -0.2 0.1
O 10.714 5.379 0.336 -0.1 0.2 -0.1
O 9.340 4.459 -1.517 0.0 0.0 0.0
O 8.608 4.212 0.823 0.2 0.0 0.1
H 7.893 2.315 0.560 0.2 -0.1 0.0
H 8.113 2.799 2.258 0.0 0.2 0.0
H 10.010 1.257 1.134 0.1 0.0 -0.3
H 10.535 2.678 2.064 -0.1 0.0 0.0
```
Positions in Å, forces in eV/Å.

energy relative to the best compared isomer or geometry (same formula, charge and spin) = 67.96 kJ/mol
E_HOMO = -0.4385 Eh
charge = +1
2S+1 = 1

Results of the Mulliken charge analysis, in e, for atoms 1 through 2: atom 1 (C): -1.212, atom 2 (C): 0.012

***

Computed, not measured: a structure of composition C35H65BBr2F3N4O6 in a non-equilibrium geometry, with ωB97M-V/def2-TZVPD.

Structure (XYZ):
```
116
Properties=species:S:1:pos:R:3:forces:R:3
C 1.629 -5.358 -1.428 0.3 0.1 -1.4
C 0.203 -4.859 -2.076 0.0 -1.0 1.0
B 0.469 -3.348 -2.599 0.2 -3.0 -3.8
O 1.016 -3.475 -3.959 0.4 1.5 3.1
N 0.088 -1.993 -1.945 0.7 0.1 1.0
C -0.276 -2.443 -0.549 -1.1 -1.2 2.3
C -0.464 -1.473 0.680 0.7 0.1 1.0
C -0.804 -2.395 1.984 0.8 1.5 3.3
N -1.414 -3.738 1.922 0.1 1.2 -0.8
O -0.533 -1.911 3.112 -1.1 -1.7 -4.5
C 1.313 -1.108 -1.699 3.0 2.3 1.0
C 2.559 -1.224 -2.671 2.0 0.4 -1.1
O 3.551 -2.222 -2.211 -1.1 1.1 0.4
C 4.491 -1.626 -1.286 1.4 -1.1 0.6
C 0.957 0.455 -1.539 -0.8 -0.4 2.0
C 2.176 1.345 -0.912 -0.4 0.5 -1.9
C 1.680 2.378 0.217 0.1 0.4 -1.1
N 2.617 3.562 0.170 -0.5 -1.0 1.0
O 0.438 0.921 -2.773 0.5 0.0 0.6
C -0.420 0.050 -3.518 0.2 0.3 -1.7
C 0.298 -0.218 -4.924 0.4 0.8 -0.8
C -0.564 0.299 -6.225 2.0 -0.1 0.3
N -0.253 -0.652 -7.353 -1.1 -0.5 1.1
C -1.016 -1.273 -2.721 -1.8 2.7 -2.1
C -1.753 -2.066 -3.887 -1.3 -0.4 -1.4
C -2.744 -3.278 -3.544 -0.5 -1.3 -0.4
C -4.243 -3.099 -4.095 -3.8 -0.1 -0.2
C -4.645 -2.429 -5.426 -2.3 -0.9 1.6
C -6.138 -2.299 -5.907 0.3 -1.4 3.1
C -7.318 -2.848 -5.046 4.6 -0.6 1.6
C -6.911 -3.569 -3.711 2.5 1.2 -1.6
C -5.421 -3.696 -3.233 -1.4 1.7 -3.4
C -2.196 -0.561 -1.909 -1.4 1.3 0.6
C -3.294 -1.307 -1.054 -1.8 0.2 0.5
C -4.233 -0.182 -0.324 0.0 -0.8 -0.4
F -4.422 1.001 -1.086 0.8 -2.0 1.5
Br -6.068 -1.010 -0.148 1.2 0.1 -0.5
C -3.766 0.185 1.170 -1.1 1.9 1.5
F -3.460 -0.925 1.998 0.2 2.3 -2.4
F -2.742 1.207 1.188 -1.6 -3.2 -0.3
Br -5.336 1.081 2.073 1.5 -0.1 -0.1
H 2.333 -5.468 -2.343 -1.0 0.1 1.6
H 2.115 -4.573 -0.759 -0.7 -1.3 -0.6
H 1.557 -6.399 -0.967 0.0 1.7 -0.4
H -0.668 -5.013 -1.358 1.3 0.3 -0.6
H 0.008 -5.626 -2.921 0.3 1.8 1.1
H 1.969 -3.697 -3.809 -0.8 0.0 -0.6
H -1.242 -3.071 -0.615 1.8 0.9 -0.1
H 0.621 -3.081 -0.174 -1.7 0.7 -1.0
H 0.520 -0.941 0.979 -1.6 -0.9 -0.5
H -1.253 -0.662 0.636 0.9 -1.2 -0.2
H -2.412 -3.664 1.645 0.8 -0.1 0.3
H -0.922 -4.375 1.280 -0.4 0.5 0.3
H 1.828 -1.371 -0.690 -1.4 0.0 -1.6
H 2.387 -1.452 -3.767 -0.4 0.1 1.5
H 3.206 -0.261 -2.728 -1.8 -1.1 0.4
H 5.168 -0.874 -1.823 -1.2 -0.7 0.8
H 5.190 -2.484 -0.946 -1.2 1.4 -0.6
H 4.019 -1.220 -0.321 0.5 -0.3 -1.5
H 0.148 0.676 -0.734 1.0 -1.1 -1.2
H 2.534 1.998 -1.801 -0.4 -1.0 1.4
H 3.075 0.713 -0.610 -1.4 0.9 -0.1
H 1.694 1.880 1.243 -0.2 0.8 -1.3
H 0.637 2.797 -0.064 1.3 -1.3 0.6
H 2.254 4.302 -0.444 0.2 -0.4 0.7
H 2.740 3.890 1.140 -0.1 0.2 -1.0
H -1.291 0.749 -3.843 1.0 -1.6 1.0
H 1.267 0.415 -4.966 -1.6 -1.1 0.4
H 0.610 -1.283 -5.157 -0.6 1.2 0.7
H -0.125 1.323 -6.536 -1.1 -1.5 0.6
H -1.677 0.390 -5.996 1.5 -0.3 -0.6
H 0.747 -0.917 -7.348 -0.7 0.6 0.0
H -0.738 -1.537 -7.086 0.5 0.7 -0.6
H -1.137 -2.432 -4.776 -0.2 0.6 1.7
H -2.440 -1.278 -4.400 1.3 -1.1 1.1
H -2.354 -4.233 -4.076 -0.5 1.6 0.9
H -2.762 -3.585 -2.426 -0.2 0.7 -1.8
H -3.847 -1.986 -6.119 -1.3 -0.8 1.2
H -6.363 -1.764 -6.904 0.5 -1.0 1.8
H -8.419 -2.762 -5.317 1.8 -0.1 0.2
H -7.719 -4.032 -3.031 1.4 0.9 -1.3
H -5.246 -4.247 -2.247 -0.1 0.9 -1.6
H -2.861 -0.050 -2.714 1.4 -1.0 1.2
H -1.873 0.357 -1.276 0.0 -1.7 -1.1
H -2.979 -1.980 -0.195 -0.1 0.9 -1.1
H -4.084 -1.912 -1.648 1.7 1.0 0.6
C 0.127 1.006 4.780 0.0 0.1 0.0
C 1.277 0.104 5.190 0.0 0.0 0.0
O 2.551 0.580 4.768 0.1 -0.1 -0.2
C 2.941 1.854 5.265 0.1 0.0 0.1
C 3.025 1.919 6.779 -0.1 -0.1 0.1
H 0.114 1.141 3.694 0.0 -0.1 0.0
H -0.827 0.572 5.091 0.1 0.0 -0.1
H 0.206 1.998 5.231 -0.1 0.0 0.1
H 1.142 -0.874 4.721 0.2 0.1 0.0
H 1.278 -0.072 6.271 -0.1 0.1 0.0
H 2.279 2.632 4.871 -0.1 0.1 0.1
H 3.933 2.058 4.849 -0.1 -0.2 -0.1
H 2.057 1.735 7.249 0.0 0.1 0.0
H 3.370 2.905 7.100 0.0 -0.1 0.0
H 3.720 1.163 7.157 0.0 0.1 -0.1
C 3.459 8.148 7.904 0.0 -0.1 0.1
C 3.555 8.132 6.389 0.0 0.0 0.1
O 4.089 6.921 5.865 0.1 -0.1 -0.1
C 3.363 5.736 6.159 0.0 0.1 -0.1
C 1.939 5.748 5.634 -0.1 0.1 0.0
H 4.441 7.971 8.352 -0.1 0.1 -0.1
H 3.083 9.114 8.252 0.0 -0.1 0.0
H 2.786 7.374 8.279 -0.1 0.1 0.0
H 4.230 8.930 6.070 0.0 -0.2 -0.1
H 2.584 8.347 5.929 0.0 0.0 0.1
H 3.388 5.534 7.235 -0.1 0.0 0.1
H 3.906 4.914 5.681 0.1 0.2 0.0
H 1.344 6.544 6.087 0.0 -0.1 0.0
H 1.444 4.797 5.850 0.0 0.0 0.0
H 1.930 5.911 4.552 0.0 0.0 0.1
```
Positions in Å, forces in eV/Å.

energy relative to the best compared isomer or geometry (same formula, charge and spin) = 972.76 kJ/mol
E_HOMO = -0.4028 Eh
charge = +1
2S+1 = 1

Results of the Mulliken charge analysis, in e, for atoms 1 through 2: atom 1 (C): -0.969, atom 2 (C): -0.117